1.
{
  "formula": "C4H11NO3",
  "method": "ωB97M-V/def2-TZVPD",
  "homo_lumo_gap_ev": 9.61,
  "spin_multiplicity": 1,
  "smiles": "CCNCC(=O)O.O",
  "e_homo_ev": -9.0,
  "species": ["H", "H", "C", "H", "H", "H", "C", "H", "O", "O", "O", "H", "N", "C", "H", "H", "C", "H", "H"],
  "positions_angstrom": [[-0.394205, 0.146318, -1.138854], [-2.716238, -0.958644, 0.266180], [-2.189164, -0.870546, -0.589075], [1.639203, -0.459469, -0.325745], [1.083970, 2.213247, -2.670156], [0.427294, 0.931955, 3.190058], [1.202945, -0.634510, 0.679380], [-1.091316, 0.756843, 0.264625], [1.502751, 1.404702, -2.396695], [1.945762, 1.386950, 1.724457], [0.038396, 0.585509, 2.264516], [1.854972, -1.327595, 1.251294], [-0.131968, -1.200745, 0.444792], [1.102819, 0.598922, 1.455382], [1.996201, 1.177326, -3.172624], [-2.682298, -0.281513, -1.537420], [-0.955703, -0.149354, -0.243183], [-0.575430, -1.383468, 1.394374], [-2.057999, -1.935925, -0.861315]],
  "atomic_forces_ev_per_a": [[0.017, -0.313, 0.012], [-2.790, 0.281, 2.540], [-0.589, 0.927, -5.145], [0.083, 0.002, 0.728], [-0.441, 0.639, 0.113], [-1.510, -0.592, -3.171], [-0.490, -1.253, -1.954], [-0.532, 1.149, 1.264], [-0.148, -0.168, 0.481], [2.082, 1.361, -0.895], [-0.467, 0.565, 4.106], [-0.338, 0.405, -0.301], [-0.037, 0.721, 1.388], [0.710, -0.003, 2.296], [0.593, -0.488, -0.587], [0.415, -1.583, 2.657], [2.173, -2.709, -1.488], [0.725, 0.294, -1.638], [0.544, 0.766, -0.406]]
}



2.
{
  "formula": "C49H46MnN3O6STe",
  "method": "ωB97M-V/def2-TZVPD",
  "homo_lumo_gap_ev": [5.58, 5.66],
  "charge": -1,
  "spin_multiplicity": 6,
  "e_homo_ev": [-4.0, -4.1],
  "species": ["O", "C", "H", "H", "C", "H", "C", "C", "C", "C", "H", "S", "O", "H", "C", "H", "C", "H", "C", "H", "H", "H", "H", "C", "C", "H", "H", "H", "H", "C", "C", "C", "C", "H", "C", "C", "C", "H", "Mn", "C", "C", "C", "C", "C", "Te", "H", "H", "H", "N", "C", "C", "C", "C", "C", "C", "O", "C", "C", "H", "C", "C", "H", "H", "H", "O", "H", "C", "C", "O", "C", "H", "C", "H", "N", "H", "H", "H", "H", "C", "C", "H", "C", "C", "H", "C", "H", "C", "O", "H", "C", "C", "H", "H", "C", "H", "H", "C", "H", "H", "C", "H", "H", "H", "H", "N", "H", "C"],
  "positions_angstrom": [[-0.143114, 2.636094, -3.677204], [3.979680, -2.783525, 0.064649], [-2.897840, 0.455762, -2.635551], [-2.009322, 2.956419, 2.316640], [3.106836, -4.386461, 1.667850], [1.988185, 2.683233, 1.213555], [5.954111, -2.910023, -3.719010], [-8.967169, 3.527264, -1.615438], [5.452557, -3.944252, 1.613419], [-0.035804, 0.489616, -5.491145], [-9.318324, 4.494801, -1.248558], [1.626860, 0.252339, 7.792956], [0.081346, 1.149802, -1.970422], [-3.768694, 2.677221, -3.750595], [1.692363, 2.083828, -0.798050], [-0.817611, 1.808858, 2.960139], [-2.573023, 1.136185, 0.092491], [4.065120, 0.223881, -2.538932], [1.819109, -2.870082, -3.823069], [6.100556, -2.484764, 0.185116], [-4.233009, 3.429255, 1.651900], [-1.733549, -2.800875, 2.696671], [-3.558375, -2.068075, -0.360982], [4.561083, -0.678381, -2.877996], [0.265159, 0.354236, -4.139308], [5.341887, -3.824243, -1.888435], [2.680025, -4.489098, -4.142837], [2.797419, 0.277624, 10.219349], [3.874411, -1.117490, 9.984198], [5.258442, -3.037098, 0.585813], [0.302574, -0.529044, -6.356074], [3.626929, -0.115215, 9.634103], [0.026194, 1.533433, -3.226112], [0.400003, -2.212829, 3.760735], [-2.062987, -0.210073, 2.011212], [-4.358834, 3.578686, -3.572527], [3.311895, -0.196255, 8.156675], [1.746285, 4.043640, 0.109009], [1.914173, -0.807025, -1.295593], [1.193053, -0.524345, 1.861329], [-5.062099, 2.762419, 1.407477], [1.320088, -0.341687, 3.271813], [-5.560318, 3.021673, 0.013625], [-3.654576, 0.062960, -1.951185], [-2.578518, 3.010287, -0.890414], [-2.777745, -3.474823, 1.443609], [-4.529425, 0.710682, -2.037673], [-3.936903, -0.937796, -2.280079], [0.868775, -0.714532, -3.637590], [0.954344, -1.140002, 5.531129], [5.910832, -1.794667, -4.549736], [2.908882, -3.484808, 0.633636], [1.086735, -0.681366, 0.655853], [-4.695778, 3.156595, -1.083485], [5.205780, -0.681106, -4.103433], [4.121253, -0.523082, 7.334373], [1.540416, 0.011117, 6.044483], [-3.143577, -1.196725, 0.136953], [2.322034, 1.546665, 3.130977], [2.215238, 3.066916, 0.218385], [-1.309690, 2.159910, 2.052274], [-0.551183, 2.591435, 1.397226], [-4.970372, 3.780419, -4.452713], [1.908034, -3.295602, 0.268965], [2.208901, -3.826243, -4.671757], [-4.686636, 1.743497, 1.516444], [-2.005364, 1.018221, 1.365569], [5.305084, -2.929632, -2.496306], [2.498169, 1.251204, -1.335225], [-6.609623, 3.534323, -2.506885], [2.496008, 1.871129, 5.572642], [0.844409, -1.312143, 4.162749], [-5.861957, 2.913768, 2.132938], [3.757902, -1.828853, -0.922922], [-1.607317, -0.301937, 2.991273], [3.294376, 3.149713, 0.110441], [-3.485421, -2.688007, 2.854965], [0.092608, -0.451710, -7.414677], [-3.120359, 0.017629, -0.544613], [-5.229595, 3.423823, -2.352537], [5.169952, 0.216112, -4.712467], [4.563763, -1.813873, -2.032752], [0.935608, -1.654162, -5.843208], [6.453080, -4.100508, 2.000960], [-7.479460, 3.387211, -1.437184], [-3.642083, 4.394321, -3.463854], [1.927423, 0.801311, 3.807109], [1.963437, -2.947423, -2.634407], [-9.506215, 2.755226, -1.064036], [1.185047, -1.692346, -4.483968], [2.030156, 0.978782, 5.173993], [6.420295, -1.789505, -5.504780], [-0.507395, 1.405639, -5.817534], [4.378675, -4.630882, 2.167589], [4.530349, -5.332526, 2.978062], [0.585812, -1.900955, 6.207692], [-2.659075, -2.644594, 2.140615], [-7.594669, 3.018195, 0.667097], [1.230223, -2.482165, -6.469796], [-2.629902, -1.326461, 1.417601], [2.251110, -4.903160, 2.088795], [-9.247377, 3.451015, -2.666421], [-7.011532, 3.736397, -3.495079], [4.504949, 0.516753, 9.763471], [0.407736, 2.216154, -1.032754], [6.501949, -3.792801, -4.033884], [-6.933885, 3.131588, -0.187408]],
  "atomic_forces_ev_per_a": [[0.058, -0.001, 0.075], [-0.045, 0.074, 0.023], [0.000, 0.001, 0.008], [-0.014, 0.015, -0.010], [-0.018, 0.000, 0.000], [0.038, -0.016, 0.027], [0.010, -0.012, 0.005], [-0.030, -0.002, -0.008], [0.010, 0.012, -0.010], [-0.064, 0.057, 0.049], [0.008, 0.001, 0.001], [-0.054, -0.004, 0.017], [-0.031, -0.068, 0.135], [0.002, -0.004, 0.007], [0.044, 0.137, -0.136], [-0.022, 0.007, 0.003], [0.020, 0.001, -0.050], [-0.031, -0.003, 0.017], [0.191, 0.060, -0.101], [-0.005, -0.014, -0.003], [0.006, 0.002, -0.010], [-0.006, 0.008, -0.011], [0.005, 0.002, 0.003], [0.001, -0.007, 0.000], [0.069, 0.115, -0.056], [0.008, -0.005, 0.000], [0.031, 0.028, 0.007], [-0.006, 0.004, -0.015], [0.004, 0.001, 0.000], [0.035, 0.038, 0.020], [0.050, -0.091, -0.006], [0.006, -0.001, -0.004], [0.014, -0.011, -0.215], [-0.007, -0.001, -0.006], [0.024, 0.015, 0.003], [0.016, 0.008, -0.009], [0.049, 0.013, 0.028], [-0.036, -0.027, 0.000], [0.201, 0.160, 0.325], [-0.031, 0.080, 0.091], [0.017, -0.002, 0.020], [-0.001, -0.111, -0.028], [-0.054, -0.008, -0.041], [-0.011, 0.006, -0.015], [0.080, 0.080, 0.006], [-0.007, 0.006, -0.005], [-0.004, -0.010, 0.014], [0.008, 0.001, -0.008], [0.047, 0.014, 0.047], [-0.022, -0.006, 0.006], [-0.026, 0.016, 0.017], [-0.017, -0.006, 0.002], [0.018, -0.171, -0.164], [-0.028, 0.002, 0.021], [0.024, -0.022, -0.015], [-0.019, -0.011, -0.013], [0.022, 0.004, -0.045], [-0.011, -0.004, -0.034], [0.002, 0.017, -0.003], [0.029, -0.038, 0.023], [0.042, 0.009, 0.000], [-0.016, -0.024, 0.004], [0.001, -0.007, 0.000], [-0.008, 0.003, -0.012], [0.020, -0.031, -0.066], [-0.010, 0.001, -0.005], [-0.036, -0.021, 0.040], [-0.001, 0.006, -0.004], [-0.278, 0.043, 0.093], [0.004, 0.017, 0.000], [0.000, -0.004, 0.002], [0.011, -0.006, 0.015], [0.004, 0.005, 0.002], [0.175, 0.250, -0.292], [-0.005, -0.013, 0.009], [-0.008, 0.005, -0.010], [0.004, 0.013, -0.001], [-0.013, 0.001, 0.004], [-0.001, -0.018, 0.012], [-0.041, -0.016, 0.001], [0.001, -0.004, -0.001], [-0.077, -0.192, -0.055], [-0.079, 0.078, -0.027], [0.001, -0.007, -0.004], [0.023, -0.003, 0.003], [-0.008, 0.006, 0.004], [-0.016, -0.006, 0.002], [-0.356, -0.137, 0.248], [0.007, 0.001, 0.001], [-0.017, -0.199, 0.010], [0.002, 0.032, 0.010], [0.000, 0.003, 0.002], [0.004, -0.010, -0.014], [0.001, -0.010, -0.018], [-0.003, 0.004, 0.007], [0.001, 0.001, -0.002], [0.014, -0.041, 0.007], [-0.004, 0.002, -0.007], [0.019, -0.001, 0.003], [-0.035, 0.010, 0.011], [0.006, 0.004, -0.002], [0.007, 0.000, 0.001], [-0.004, -0.001, 0.003], [-0.001, -0.006, 0.010], [0.126, -0.055, 0.013], [-0.004, 0.001, 0.001], [0.007, -0.016, 0.020]]
}



Number 1: total energy -11957.539 eV. Number 2: total energy -117765.715 eV.